# 1
# C3H7N3O2S

A single C3H7N3O2S molecule (ωB97M-V/def2-TZVPD, the Open Molecules 2025 dataset).

Each line ends with the Mulliken charge.
Atoms and positions in Å:
C: -0.58482 1.53762 -0.26340  0.406
C: 1.63329 -1.04273 0.56631  -0.372
C: -0.37766 0.18450 -0.78897  0.363
N: -0.51753 -0.72257 1.07789  -0.705
N: -1.43622 -0.17197 -1.53889  -0.377
N: 0.45354 -1.65410 0.93430  -0.083
O: -1.57597 2.11799 -0.51642  -0.594
O: 0.43195 2.09528 0.43977  -0.427
S: 1.23518 -0.26071 -1.24226  -0.159
H: 1.94427 -0.18447 1.19260  0.235
H: 2.47799 -1.83664 0.79215  0.329
H: -0.28530 0.02081 1.75067  0.303
H: -2.23869 0.44342 -1.49548  0.235
H: -1.37928 -1.12541 -1.86883  0.210
H: 0.02670 -2.43185 0.45715  0.287
H: 0.19256 3.03083 0.50341  0.349

Output
F_max ... 3.4 eV Å⁻¹
ΔE to the lowest compared entry with this formula, charge and spin ... 19.6 kcal per mole
Gap between HOMO and LUMO ... 8.6 eV
LUMO ... 0.68 eV
HOMO level ... -0.28977 Eh

---

# 2
# C4N2

A single C4N2 molecule (ωB97M-V/def2-TZVPD, the Open Molecules 2025 dataset).

Each line ends with the Mulliken charge.
Atoms and positions in Å:
C: -0.06458 0.29983 0.12756  0.498
C: -0.67905 1.38082 0.59828  -0.168
C: -1.09451 -0.62924 -0.25420  0.160
N: -2.02611 -1.26761 -0.51268  -0.284
C: 1.35445 0.13383 0.03830  0.087
N: 2.50980 0.08237 0.00275  -0.293

Output
F_max ... 1.2 eV Å⁻¹
ΔE to the lowest compared entry with this formula, charge and spin ... 56.7 kcal per mole
Gap between HOMO and LUMO ... 9.1 eV
LUMO ... -2.65 eV
HOMO level ... -0.43065 Eh

---

# 3
# C34H28Cl2MnNO2S3Sb

A molecular structure, C34H28Cl2MnNO2S3Sb (ωB97M-V/def2-TZVPD, the Open Molecules 2025 dataset).

Each line ends with the Löwdin spin population.
Atoms and positions in Å:
Mn: 0.05429 -2.19810 0.45399  4.688
Cl: -0.37158 -3.64132 -1.71460  0.050
C: 1.22046 -3.57075 -2.47091  0.008
C: 1.27567 -4.12736 -3.73812  0.001
C: 2.46255 -4.08685 -4.44317  0.005
C: 3.56939 -3.48118 -3.86951  0.000
C: 3.48601 -2.93688 -2.60168  0.005
Cl: 4.90854 -2.18787 -1.96303  0.002
C: 2.30447 -2.96318 -1.82738  0.013
S: 2.33044 -2.28676 -0.21628  0.069
H: 0.38873 -4.58108 -4.15844  0.000
H: 2.52510 -4.51866 -5.43259  0.000
H: 4.51036 -3.42448 -4.39885  0.000
C: -2.11460 2.38171 -3.04069  0.000
C: -2.83454 2.03353 -1.76365  0.001
C: -4.16250 2.44476 -1.63804  0.000
C: -4.90582 2.18230 -0.49976  0.000
C: -4.32802 1.49285 0.55480  0.000
C: -3.01360 1.07222 0.44588  0.002
C: -2.25478 1.33635 -0.69667  0.006
Sb: -0.26437 0.57064 -0.43552  0.023
C: 0.62133 2.01883 0.84824  0.003
C: 1.45227 1.50161 1.83863  0.000
C: 2.08255 2.33465 2.75044  0.000
C: 1.87313 3.69901 2.67188  0.000
C: 1.06245 4.22246 1.67450  0.000
C: 0.43217 3.40392 0.74130  0.000
C: -0.40380 4.03480 -0.33684  0.000
C: 0.96941 0.89391 -2.15371  0.002
C: 2.12602 1.64980 -1.98803  0.000
C: 3.04532 1.77311 -3.01943  0.000
C: 2.80896 1.13593 -4.22663  0.000
C: 1.65495 0.38590 -4.39743  0.000
C: 0.72591 0.24686 -3.37068  0.000
C: -0.49527 -0.60271 -3.59431  0.000
H: -2.39701 3.38097 -3.37408  0.000
H: -2.38463 1.68860 -3.84023  0.000
H: -1.03304 2.35159 -2.93538  0.000
H: -4.61555 2.99247 -2.45707  0.000
H: -5.93227 2.52075 -0.43536  0.000
H: -4.89051 1.28509 1.45569  0.000
H: -2.56756 0.53567 1.27955  0.001
H: 1.61222 0.43638 1.89626  0.000
H: 2.71238 1.90237 3.51791  0.000
H: 2.34705 4.36508 3.38203  0.000
H: 0.92135 5.29537 1.60800  0.000
H: -0.06699 5.05282 -0.53334  0.000
H: -1.45673 4.07583 -0.04873  0.000
H: -0.33507 3.48168 -1.27189  0.000
H: 2.32178 2.14058 -1.04200  0.000
H: 3.94207 2.36146 -2.87391  0.000
H: 3.52200 1.22124 -5.03721  0.000
H: 1.47037 -0.11054 -5.34392  0.000
H: -0.76690 -0.62376 -4.65022  0.000
H: -1.36036 -0.24292 -3.03513  0.000
H: -0.30974 -1.62956 -3.28731  0.000
O: 1.61730 -0.56019 4.33411  0.001
S: 0.19522 -0.61903 4.16118  0.005
O: -0.55151 0.60288 4.16103  0.002
N: -0.16277 -1.50021 2.78423  0.039
C: -0.78206 -2.60781 3.08899  0.025
S: -1.23820 -3.69471 1.87976  0.035
C: -1.01951 -2.84669 4.53141  0.002
C: -1.63129 -3.92221 5.15100  0.002
C: -1.73347 -3.90279 6.53562  0.000
C: -1.23777 -2.83585 7.27914  0.002
C: -0.62097 -1.75618 6.65670  0.000
C: -0.52666 -1.79529 5.28338  0.004
H: -2.01351 -4.74908 4.56715  0.001
H: -2.20622 -4.73081 7.04739  0.000
H: -1.33283 -2.84884 8.35689  0.000
H: -0.23027 -0.92237 7.22461  0.000

Output
F_max ... 0.6 eV Å⁻¹
⟨S²⟩ ... 8.76
Spin multiplicity ... 6
ΔE to the lowest compared entry with this formula, charge and spin ... 11.5 kcal per mole
Gap between HOMO and LUMO (alpha / beta) ... 7.3 / 7.4 eV
LUMO (alpha / beta) ... -0.40 / -0.50 eV
HOMO level (alpha / beta) ... -0.28263 / -0.29209 Eh

---

# 4
# C24H20F2N4

A single C24H20F2N4 molecule (ωB97M-V/def2-TZVPD, the Open Molecules 2025 dataset).

Each line ends with the Mulliken charge.
Atoms and positions in Å:
N: -0.20733 3.15636 -2.07675  -0.419
C: -1.11774 2.13746 -2.24208  0.324
N: -2.00762 2.34892 -3.17913  -0.651
C: -2.88512 1.38574 -3.46683  -0.495
C: -2.76898 0.08462 -3.02859  -0.060
N: -1.71686 -0.20900 -2.21858  0.102
C: -1.25144 -1.48578 -1.83447  -0.360
C: -1.92220 -2.80775 -2.25412  0.331
C: -2.95726 -3.10504 -1.21773  -0.956
C: -2.08618 -4.30504 -0.71639  -0.539
C: -1.04647 -4.07115 -1.75707  -0.803
N: -0.23098 -1.27331 -0.99914  -0.503
C: -0.05623 0.13211 -0.85606  0.924
C: 1.03803 0.71029 -0.07553  0.737
C: 2.23055 0.05338 0.25960  -0.973
C: 3.19254 0.63632 1.16370  -0.474
C: 2.95836 1.96072 1.53295  0.482
C: 3.80946 2.55934 2.54567  -0.588
C: 4.94496 3.13726 2.12922  0.779
F: 5.92062 3.57220 2.89656  -0.257
F: 5.05833 3.31111 0.77469  -0.219
C: 3.27598 2.36996 3.93714  0.747
C: 2.32665 1.41508 4.33222  -0.024
C: 1.83552 1.39312 5.60913  -0.793
C: 2.17948 2.37109 6.49338  -0.389
C: 3.12805 3.30278 6.16958  -0.559
C: 3.70019 3.38301 4.88567  -0.809
C: 1.80489 2.67252 1.12142  -0.387
C: 0.83957 1.97738 0.44304  -0.837
C: -0.82780 0.79390 -1.69774  -0.370
H: -0.32207 3.89956 -2.78383  0.290
H: 0.74382 2.91550 -1.81283  0.207
H: -3.61902 1.75605 -4.24516  0.345
H: -3.57413 -0.57922 -3.31141  0.378
H: -2.12240 -2.77146 -3.31877  0.674
H: -3.97787 -3.24776 -1.46175  0.416
H: -2.95580 -2.32904 -0.37184  0.188
H: -2.54324 -5.35063 -0.84230  0.220
H: -1.80078 -4.30294 0.28255  0.323
H: -0.86743 -4.74588 -2.62460  0.317
H: -0.04483 -3.86561 -1.23275  0.224
H: 2.40486 -0.93502 -0.12278  0.504
H: 4.05413 0.10992 1.51869  0.542
H: 1.76426 0.65848 3.71964  0.194
H: 1.05221 0.78368 5.84963  0.465
H: 1.58288 2.53895 7.42611  0.302
H: 3.53880 4.06675 6.77797  0.373
H: 4.56704 4.00155 4.66753  0.338
H: 1.58530 3.72400 1.36733  0.430
H: -0.16784 2.52435 0.30367  0.311

Output
F_max ... 4.9 eV Å⁻¹
ΔE to the lowest compared entry with this formula, charge and spin ... 46.3 kcal per mole
Gap between HOMO and LUMO ... 8.0 eV
LUMO ... 0.59 eV
HOMO level ... -0.27134 Eh
SMILES ... Nc1nccn2c(C3CCC3)nc(-c3ccc(C(=C(F)F)c4ccccc4)cc3)c12

---

# 5
# C4H5CsO6

A molecular structure, C4H5CsO6 (ωB97M-V/def2-TZVPD, the Open Molecules 2025 dataset).

Each line ends with the Mulliken charge.
Atoms and positions in Å:
O: -3.25702 -0.06400 -0.68779  -0.504
C: -2.42874 0.06428 0.18632  0.741
O: -1.92618 -0.83791 0.92638  -0.447
O: -1.64176 1.23486 0.23208  -0.267
O: 1.62988 -0.12797 0.29873  -0.177
C: 2.78785 -0.25988 -0.20995  0.781
O: 3.49633 0.45989 -0.90757  -0.144
C: 0.51566 0.52601 -0.44092  -0.259
C: -0.37005 1.11771 0.59547  -0.580
Cs: -7.12199 -2.96887 -1.03352  0.999
H: -0.00983 -0.28541 -0.96904  0.354
H: 0.94691 1.27827 -1.12018  0.434
H: -0.01685 2.04226 1.06607  0.332
H: -0.82564 -0.32933 1.25317  0.569
O: 3.79869 -0.60897 0.61631  -0.262
H: 4.42276 -1.24091 0.19445  0.430

Output
F_max ... 4.6 eV Å⁻¹
Total charge ... +2
ΔE to the lowest compared entry with this formula, charge and spin ... 78.4 kcal per mole
Gap between HOMO and LUMO (alpha / beta) ... 8.4 / 5.4 eV
LUMO (alpha / beta) ... -8.48 / -10.79 eV
HOMO level (alpha / beta) ... -0.62045 / -0.59311 Eh

---

# 6
# C3H4BrNO

A single C3H4BrNO molecule (ωB97M-V/def2-TZVPD, the Open Molecules 2025 dataset).

Each line ends with the Löwdin spin population.
Atoms and positions in Å:
C: 1.48427 2.01794 0.32364  0.086
C: -0.27276 -0.75677 -0.31850  0.124
C: 1.55720 0.72590 0.86136  0.431
N: 1.38597 2.94133 -0.34399  0.170
O: 0.00359 -0.11327 0.86470  1.021
Br: 2.77644 -0.39666 -0.17244  0.043
H: -1.24862 -1.25030 -0.28727  0.011
H: 0.48523 -1.55502 -0.35270  0.053
H: -0.29872 -0.09484 -1.35876  0.047
H: 1.98707 0.80160 1.90868  0.014

Output
F_max ... 6.5 eV Å⁻¹
⟨S²⟩ ... 2.01
Spin multiplicity ... 3
ΔE to the lowest compared entry with this formula, charge and spin ... 41.0 kcal per mole
Gap between HOMO and LUMO (alpha / beta) ... 7.2 / 7.3 eV
LUMO (alpha / beta) ... 0.40 / -3.42 eV
HOMO level (alpha / beta) ... -0.25081 / -0.39543 Eh